1.
Formula: C9H26N4O3Rb
Source: OMol25
Level of theory: ωB97M-V/def2-TZVPD

Geometry as XYZ:
```
43
Properties=species:S:1:pos:R:3:forces:R:3:lowdin_charge:R:1
Rb -0.184 0.420 -1.071 0.134 0.054 -0.062 0.92
C -4.392 -2.512 4.415 0.860 1.133 1.569 -0.07
C -3.534 -3.636 3.843 -1.075 -0.975 1.272 -0.47
C -4.401 -4.886 3.525 1.310 1.149 0.400 -0.20
O -3.561 -5.810 2.838 -1.077 -1.138 0.726 -0.18
C -4.105 -7.136 2.916 0.550 -0.903 -0.365 -0.11
N -2.863 -3.146 2.708 0.163 0.430 -2.633 0.02
H -5.329 -2.161 3.984 -0.021 -0.774 -0.562 0.08
H -3.772 -1.616 4.443 0.243 0.141 -0.471 0.07
H -4.551 -2.582 5.491 -0.413 -0.723 0.072 0.08
H -2.724 -3.920 4.515 -0.385 -0.069 0.663 0.14
H -5.230 -4.533 2.911 -0.296 -0.277 -0.269 0.13
H -4.778 -5.249 4.481 -0.119 -0.457 -0.086 0.13
H -4.331 -7.522 3.910 -0.359 0.840 0.444 0.09
H -3.389 -7.902 2.619 0.628 0.562 -0.471 0.08
H -4.953 -7.327 2.259 -0.313 0.545 0.035 0.09
H -2.307 -3.871 2.278 0.677 -0.430 0.491 0.07
H -3.612 -3.192 2.032 -0.351 0.974 -0.870 0.07
C 6.982 0.851 -0.794 -0.746 0.608 1.261 -0.05
C 5.472 1.268 -0.740 0.999 1.142 -0.594 -0.40
C 5.106 2.804 -0.996 3.573 -1.503 0.753 -0.22
O 3.979 3.048 -0.276 -1.469 -0.859 0.348 -0.17
C 3.750 4.361 0.029 -0.777 2.045 -0.833 -0.13
N 4.796 0.460 -1.695 -1.299 -0.408 -1.610 0.01
H 7.596 1.137 -1.648 -0.394 0.594 -0.103 0.08
H 7.015 -0.238 -0.812 -0.004 -0.049 0.365 0.07
H 7.413 1.218 0.138 0.611 -0.141 -0.143 0.07
H 5.012 1.026 0.217 0.523 0.225 0.320 0.13
H 5.312 3.197 -1.992 -1.787 -0.681 -1.278 0.13
H 5.922 3.442 -0.656 0.535 -0.150 1.523 0.11
H 4.594 4.926 0.425 0.342 -0.403 0.444 0.10
H 2.871 4.504 0.657 0.201 -0.464 0.303 0.09
H 3.500 4.896 -0.887 -0.091 0.309 -0.349 0.09
H 5.260 0.691 -2.562 -0.329 -0.073 -0.668 0.07
H 5.043 -0.512 -1.572 -0.079 -0.234 0.279 0.07
C -2.576 4.419 -5.442 0.434 -0.827 -1.078 -0.86
O -2.335 3.290 -5.218 1.025 -4.763 1.584 0.07
N -2.930 5.323 -4.613 -2.043 4.201 4.048 0.17
N -2.457 4.925 -6.629 0.712 1.592 -5.466 0.16
H -3.304 5.129 -3.695 0.094 -0.083 -0.370 0.13
H -3.218 6.166 -5.088 -0.156 0.185 1.081 0.11
H -2.014 4.398 -7.369 -0.265 -0.023 0.301 0.13
H -2.775 5.850 -6.878 0.234 -0.321 0.000 0.11
```
Forces are in eV/Å.

The energy relative to the best compared isomer or geometry (same formula, charge and spin) is 399.8 kJ/mol. The charge is +1.

2.
Formula: C9H27CuS4Sb2Si3
Source: OMol25
Level of theory: ωB97M-V/def2-TZVPD

Geometry as XYZ:
```
46
Properties=species:S:1:pos:R:3:forces:R:3:lowdin_charge:R:1
Cu -2.901 1.389 1.412 0.146 -0.134 -0.194 -0.58
S 0.043 3.805 0.893 -0.019 0.012 0.034 -0.21
Sb -1.990 3.917 2.010 -0.103 0.021 0.077 -0.19
S -2.088 1.987 3.467 0.030 0.093 0.036 -0.16
S -3.684 3.296 0.425 -0.010 0.037 0.022 -0.19
S -2.453 5.870 3.106 0.040 0.027 0.005 -0.39
C 2.359 2.083 -1.012 0.011 -0.013 -0.019 -0.25
Si 0.787 1.306 -1.677 -0.040 0.056 0.008 0.26
C 1.370 -0.052 -2.864 0.018 0.009 0.000 -0.24
C -0.231 2.552 -2.628 0.000 0.000 -0.007 -0.25
Sb -0.723 0.373 0.158 -0.076 -0.070 0.069 0.86
Si 1.004 -0.319 1.903 -0.032 0.012 0.034 0.28
C 2.419 -1.345 1.174 0.002 -0.002 0.003 -0.23
C 1.718 1.172 2.759 0.007 0.014 -0.017 -0.25
C 0.104 -1.388 3.159 -0.005 -0.014 -0.002 -0.24
Si -1.268 -1.945 -0.806 0.010 0.008 0.000 0.27
C 0.071 -3.234 -1.175 -0.023 -0.006 0.004 -0.24
C -2.476 -2.769 0.389 0.016 0.002 0.029 -0.25
C -2.238 -1.680 -2.406 -0.003 -0.001 0.003 -0.25
H 2.926 2.501 -1.852 0.007 -0.001 0.002 0.02
H 2.992 1.347 -0.510 0.003 -0.013 0.001 0.01
H 2.125 2.883 -0.309 0.008 -0.015 -0.017 -0.05
H 1.963 0.399 -3.667 0.000 -0.009 -0.004 0.02
H 0.543 -0.598 -3.322 -0.005 0.001 0.002 0.00
H 2.003 -0.773 -2.341 0.000 -0.002 -0.003 0.01
H 0.369 3.048 -3.398 0.001 0.000 -0.005 0.02
H -0.606 3.300 -1.925 0.004 -0.009 -0.008 -0.01
H -1.089 2.073 -3.107 -0.002 -0.005 -0.006 0.02
H 2.966 -0.783 0.415 -0.001 0.008 -0.006 0.00
H 2.058 -2.266 0.713 0.005 0.014 0.008 -0.01
H 3.125 -1.612 1.968 0.003 -0.003 -0.002 0.02
H 2.246 1.827 2.064 0.001 -0.006 0.020 0.00
H 2.405 0.849 3.550 0.003 -0.001 -0.001 0.02
H 0.908 1.761 3.193 -0.001 -0.010 -0.004 -0.01
H -0.244 -2.327 2.720 -0.005 -0.001 0.007 0.00
H -0.758 -0.834 3.540 -0.001 0.007 -0.013 0.00
H 0.760 -1.627 4.002 0.010 0.000 -0.006 0.02
H 0.538 -3.585 -0.253 -0.008 0.000 -0.009 0.01
H 0.855 -2.838 -1.822 -0.001 0.009 0.000 0.00
H -0.382 -4.098 -1.674 0.008 -0.006 0.001 0.02
H -2.002 -2.994 1.347 0.007 -0.004 -0.007 0.00
H -2.869 -3.702 -0.027 -0.005 0.001 -0.008 0.02
H -3.314 -2.099 0.596 -0.006 -0.005 -0.015 0.02
H -1.619 -1.261 -3.201 0.001 -0.001 0.000 0.00
H -3.060 -0.982 -2.227 0.003 0.002 -0.003 0.03
H -2.662 -2.624 -2.763 0.002 -0.002 -0.008 0.02
```
Forces are in eV/Å.

The energy relative to the best compared isomer or geometry (same formula, charge and spin) is 0.0 kJ/mol. The charge is -2.

3.
Formula: C9H28AlNO7PS5
Source: OMol25
Level of theory: ωB97M-V/def2-TZVPD

Geometry as XYZ:
```
52
Properties=species:S:1:pos:R:3:forces:R:3:lowdin_charge:R:1
O 2.630 -0.260 2.515 0.190 -0.338 0.415 -0.40
P 2.794 0.257 1.139 -1.196 0.306 0.719 0.41
O 3.005 -1.086 0.164 0.900 1.074 0.031 -0.27
O 4.142 1.228 1.064 0.006 -1.140 -0.968 -0.24
Al 0.896 1.497 0.369 -0.592 0.543 -0.613 0.24
N -0.500 1.179 1.729 1.028 0.445 0.397 0.00
C -0.862 0.062 1.711 -1.072 -0.584 -0.869 -0.96
S -1.528 -1.372 1.353 0.126 -0.127 0.563 0.47
H 3.818 -0.997 -0.348 0.031 -0.342 -0.222 0.03
H 4.917 0.653 0.992 0.271 0.186 0.298 0.04
H 1.208 3.046 0.174 0.168 0.052 0.328 -0.12
H 0.308 0.828 -0.931 -0.338 -0.239 0.355 -0.08
C 3.505 -4.029 1.075 -0.153 -0.091 -0.056 -0.26
S 5.143 -3.512 1.586 -0.197 0.151 0.121 0.81
O 5.788 -2.840 0.419 0.029 -0.108 -0.072 -0.57
C 5.834 -5.173 1.687 0.118 -0.091 -0.101 -0.29
H 2.909 -3.134 0.913 0.065 0.059 0.062 0.03
H 3.575 -4.603 0.149 0.085 0.005 0.007 0.06
H 3.056 -4.632 1.866 0.050 0.019 0.038 0.06
H 5.748 -5.668 0.719 -0.023 0.045 -0.018 0.05
H 5.301 -5.738 2.451 -0.019 0.039 0.016 0.05
H 6.884 -5.088 1.961 -0.006 0.051 0.005 0.04
C 2.402 0.099 -4.978 0.055 0.039 -0.165 -0.28
S 2.797 0.047 -3.220 -0.029 -0.037 0.160 0.79
O 1.887 0.992 -2.537 0.476 0.051 -0.511 -0.59
C 4.400 0.860 -3.373 0.122 0.030 -0.118 -0.27
H 1.409 -0.327 -5.110 -0.012 -0.006 0.082 0.05
H 2.407 1.132 -5.326 -0.009 0.019 0.064 0.05
H 3.130 -0.494 -5.534 -0.003 -0.016 0.024 0.05
H 4.271 1.843 -3.827 -0.065 0.004 0.030 0.06
H 5.067 0.244 -3.977 -0.010 -0.023 0.025 0.05
H 4.814 0.972 -2.372 -0.074 -0.008 0.034 0.04
C -4.889 4.430 0.498 -0.077 -0.108 -0.022 -0.28
S -3.162 4.834 0.813 -0.050 0.017 0.179 0.78
O -2.348 4.085 -0.169 -0.018 0.011 -0.222 -0.55
C -3.047 3.942 2.370 -0.050 -0.064 0.133 -0.27
H -5.163 4.859 -0.465 0.072 0.054 -0.005 0.04
H -5.018 3.347 0.470 0.026 0.014 0.051 0.02
H -5.511 4.866 1.281 0.019 0.009 0.005 0.05
H -3.293 2.893 2.209 0.029 0.009 -0.079 0.05
H -3.729 4.389 3.095 -0.007 0.027 -0.026 0.05
H -2.023 4.025 2.729 0.033 -0.007 -0.085 0.05
C -6.080 -1.290 1.696 -0.157 -0.062 0.064 -0.27
S -5.507 -0.084 0.494 0.351 0.039 -0.063 0.81
O -6.040 1.242 0.917 -0.195 -0.043 0.025 -0.56
C -6.546 -0.656 -0.859 -0.184 -0.049 -0.009 -0.28
H -5.580 -1.083 2.640 0.080 0.038 -0.047 0.05
H -7.160 -1.201 1.823 0.007 0.055 -0.038 0.05
H -5.816 -2.291 1.356 0.065 0.018 -0.007 0.05
H -7.596 -0.607 -0.568 0.019 0.028 0.041 0.05
H -6.270 -1.679 -1.118 0.048 0.010 0.005 0.05
H -6.372 -0.005 -1.713 0.066 0.033 0.036 0.05
```
Forces are in eV/Å.

The energy relative to the best compared isomer or geometry (same formula, charge and spin) is 0.0 kJ/mol. The charge is -1.

4.
Formula: C9H29BBrClNO8P2S
Source: OMol25
Level of theory: ωB97M-V/def2-TZVPD

Geometry as XYZ:
```
53
Properties=species:S:1:pos:R:3:forces:R:3:lowdin_charge:R:1
C 0.084 1.866 -2.842 -0.577 1.196 -0.530 -0.09
N 0.932 0.916 -1.977 -1.208 0.428 0.858 -0.21
C 0.275 -0.439 -2.180 -0.632 -1.651 1.114 -0.12
B 0.879 1.361 -0.528 -5.706 -0.957 -2.221 -0.62
O -0.497 1.449 0.078 4.304 1.723 -0.407 0.02
P 2.350 1.864 0.583 -0.456 0.678 2.339 0.57
Cl 2.261 4.022 0.739 0.251 -2.532 -0.405 0.33
C 2.280 1.216 2.377 0.155 -0.164 2.346 -0.33
C 0.927 0.354 2.750 -1.066 0.886 -0.294 -0.24
C 0.999 -0.268 4.267 0.370 0.948 -0.138 -0.20
C 1.821 -1.681 4.399 -1.363 0.561 2.521 -0.22
S 1.451 -2.944 3.063 4.477 -4.606 -5.207 0.82
O 2.355 -2.547 1.832 -3.475 -0.199 4.112 -0.43
O 1.809 -4.411 3.444 -2.231 5.811 -0.241 -0.35
O -0.173 -2.835 2.476 2.242 -0.050 0.461 -0.23
P 4.326 1.401 -0.200 3.780 -1.463 0.279 0.43
O 4.937 0.033 0.753 -1.675 0.897 -3.075 -0.42
Br 4.297 0.645 -2.337 -0.446 0.198 1.369 0.33
H -0.371 2.733 -2.191 0.737 -1.627 -1.328 0.10
H 0.725 2.374 -3.681 -1.088 -1.113 1.612 0.10
H -0.814 1.273 -3.358 2.027 1.375 1.266 0.12
H 0.741 -1.215 -1.414 -0.896 1.441 -1.664 0.11
H 0.390 -0.870 -3.265 0.076 1.119 2.067 0.12
H -0.882 -0.374 -1.933 2.552 -0.255 -0.547 0.09
H -0.435 2.236 0.694 -0.594 -1.398 -0.481 0.10
H 2.280 2.151 3.120 0.071 -1.779 -1.905 0.12
H 3.263 0.606 2.673 -2.024 1.219 -1.211 0.12
H 0.641 -0.420 1.912 0.768 1.397 1.875 0.10
H 0.035 1.148 2.763 1.893 -1.788 -0.007 0.13
H 1.585 0.537 4.925 -1.191 -1.869 -1.293 0.14
H -0.099 -0.302 4.730 2.490 -0.321 -1.216 0.14
H 1.468 -2.174 5.427 0.760 0.865 -2.351 0.14
H 2.987 -1.548 4.504 -2.380 -0.558 -0.930 0.14
H -0.157 -3.128 1.504 0.448 0.462 1.770 0.12
H 4.976 -0.760 0.121 -0.185 1.242 1.373 0.07
C -2.620 -3.252 -1.896 -0.216 -0.255 -0.244 -0.15
O -2.316 -1.928 -1.499 -0.271 0.684 0.254 -0.16
H -1.713 -3.859 -1.834 -0.039 0.185 0.053 0.08
H -3.380 -3.668 -1.230 0.014 -0.202 -0.183 0.08
H -2.984 -3.251 -2.926 -0.029 -0.294 0.157 0.07
H -3.139 -1.414 -1.564 0.434 -0.292 0.074 0.09
C -5.997 -4.995 -3.288 -0.230 -0.044 -0.098 -0.15
O -5.381 -3.723 -3.362 -0.110 0.688 -0.213 -0.15
H -5.325 -5.686 -2.774 -0.048 0.186 -0.080 0.08
H -6.932 -4.916 -2.728 -0.022 -0.267 -0.012 0.08
H -6.194 -5.365 -4.297 -0.074 -0.231 0.114 0.08
H -6.000 -3.132 -3.823 0.404 -0.305 0.258 0.09
C 0.541 7.219 -0.651 0.020 -0.156 0.038 -0.17
O 1.215 7.561 0.545 0.284 -0.328 0.437 -0.13
H 0.232 8.136 -1.159 0.103 -0.141 0.173 0.09
H 1.213 6.655 -1.302 -0.147 -0.003 -0.254 0.07
H -0.343 6.621 -0.415 -0.136 -0.003 -0.252 0.07
H 1.477 6.728 0.974 -0.145 0.662 -0.129 0.03
```
Forces are in eV/Å.

The energy relative to the best compared isomer or geometry (same formula, charge and spin) is 720.8 kJ/mol. The charge is +1.

> Number 3 is which compound?

C9H28AlNO7PS5

> Number 3 is which compound?

C9H28AlNO7PS5

> Which of these has the lowest charge?

C9H27CuS4Sb2Si3